# 1
{
  "formula": "C4H10IP",
  "method": "wB97M-V/def2-TZVPD",
  "elements": ["H", "H", "H", "P", "H", "H", "C", "H", "C", "H", "H", "H", "I", "H", "C", "C"],
  "coordinates": [[0.9325, -2.1801, -1.5033], [-0.0233, 2.3358, 0.9906], [-2.3906, 0.7348, -0.2236], [-0.4271, -1.3785, 0.5259], [0.1988, 0.8919, 2.1016], [-1.5564, -0.1782, -1.5573], [-1.5649, 0.7161, -0.7760], [-1.6215, 1.5987, -1.2602], [-0.3856, 1.4439, 1.3505], [-1.3688, 1.4734, 1.6065], [1.8947, -1.3552, -0.1666], [1.2138, -3.0412, 0.0212], [3.9001, 0.0066, -0.3103], [0.5149, 0.5588, -0.5623], [-0.3285, 0.4741, 0.0951], [1.0118, -2.1009, -0.3318]],
  "atomic_forces_ev_per_a": [[0.0, 0.3, 2.1], [1.0, 2.3, -0.1], [-3.7, -0.8, 2.4], [0.0, 0.5, 0.4], [0.0, 1.1, 0.2], [-0.6, 2.0, 1.3], [3.4, -4.6, -2.2], [0.6, 3.1, -2.0], [2.5, -4.4, -1.6], [-2.8, 0.4, 1.1], [-0.8, -1.1, -0.1], [0.7, -2.3, 1.0], [0.0, 0.0, 0.0], [0.9, 0.5, 0.1], [-1.3, -0.4, 0.3], [0.2, 3.5, -3.0]],
  "e_homo_ev": [-9.3, -7.9],
  "max_force_ev_per_a": 6.1,
  "de_lowest_kj_mol": 357.5,
  "total_charge": 0
}

---

# 2
{
  "formula": "C4H10IP",
  "method": "wB97M-V/def2-TZVPD",
  "elements": ["C", "H", "I", "H", "H", "H", "H", "P", "H", "C", "C", "H", "H", "H", "C", "H"],
  "coordinates": [[-0.0227, 0.8180, 0.9483], [0.5653, -2.1461, -0.5308], [-2.9538, 0.1666, 0.0048], [0.7647, 0.2148, -1.7638], [-1.4590, -2.5555, -0.6418], [-0.7557, 0.0751, -2.4746], [2.0455, 0.3765, 0.5073], [-0.5137, -1.8635, 0.2985], [1.3070, -0.7724, 1.4709], [-0.2699, 0.4399, -1.5195], [-0.6487, -0.1084, -0.1695], [-0.1287, 1.7820, 0.3666], [-0.3590, 1.5441, -1.6137], [-0.7787, 0.8143, 1.7618], [1.3736, 0.3154, 1.2628], [1.8338, 0.8992, 2.0927]],
  "atomic_forces_ev_per_a": [[-1.8, 0.0, -2.0], [0.7, -0.2, -0.2], [1.0, 0.1, -0.1], [0.5, -0.1, 0.4], [0.9, 1.0, 0.8], [-0.1, -0.1, 1.5], [1.8, 0.5, -2.8], [-1.3, -1.5, -0.7], [0.2, 0.7, 0.6], [-0.1, 0.1, -2.4], [-1.6, 1.2, 0.2], [0.7, -0.4, 1.5], [-0.1, -0.6, 0.5], [1.1, 0.1, 0.0], [-1.5, 0.0, 3.0], [-0.4, -0.7, -0.2]],
  "e_homo_ev": -9.3,
  "max_force_ev_per_a": 3.4,
  "de_lowest_kj_mol": 171.9,
  "total_charge": 0
}

---

# 3
{
  "formula": "C4H10KN2NbOS",
  "method": "wB97M-V/def2-TZVPD",
  "elements": ["C", "H", "H", "H", "H", "Nb", "S", "H", "H", "H", "H", "C", "C", "H", "N", "K", "O", "N", "H", "C"],
  "coordinates": [[2.6037, -1.5004, 2.4746], [-1.8148, -0.4056, -1.9676], [-2.0399, 0.1895, 0.8221], [-2.8334, -1.1956, -0.0622], [-1.2926, 2.2542, 0.3239], [-0.3209, 1.8373, -1.1693], [-1.0181, -1.9671, 1.2989], [-1.7239, 2.3617, -2.2439], [0.3475, 3.5230, -1.2386], [-0.2586, -1.0821, -1.3779], [3.5836, -1.9304, 2.7420], [0.5740, -1.3398, 1.8375], [-1.8509, -0.7299, 0.2227], [0.5945, 1.5032, -2.7335], [0.9949, -0.0885, 2.0081], [0.5578, 0.0763, -4.1399], [1.5222, -2.3024, 2.1109], [2.2922, -0.2249, 2.4090], [1.1588, 1.3765, -0.2078], [-1.0759, -0.3550, -1.1089]],
  "atomic_forces_ev_per_a": [[-1.0, 1.4, -0.3], [0.5, 0.0, 0.8], [0.0, -0.8, -0.4], [0.9, 0.2, 0.7], [-0.3, 0.3, -0.2], [-1.5, -0.5, 2.9], [0.4, -0.2, 0.2], [0.3, 0.2, -0.8], [0.4, 0.0, -0.2], [-0.8, 0.3, 0.5], [-1.0, 0.1, -0.2], [-0.4, 1.2, -0.4], [0.5, 0.8, -0.6], [0.1, 0.9, 0.4], [-0.9, -2.9, -0.2], [-0.1, -1.0, -1.0], [0.3, 1.8, 0.1], [1.6, -1.5, 0.4], [0.7, 0.2, -0.8], [0.3, -0.4, -0.8]],
  "e_homo_ev": -8.2,
  "max_force_ev_per_a": 3.3,
  "de_lowest_kj_mol": 65.8,
  "total_charge": 0
}

---

# 4
{
  "formula": "C4H10Li",
  "method": "wB97M-V/def2-TZVPD",
  "elements": ["H", "H", "Li", "H", "H", "C", "C", "H", "H", "H", "H", "C", "H", "H", "C"],
  "coordinates": [[0.6201, 0.2054, -1.3273], [-0.4820, -0.2659, 1.4967], [-0.9666, 0.4230, -1.1854], [1.1925, -2.0342, 0.7118], [-0.5223, -1.0868, -0.8570], [-1.3523, 1.2953, 0.2745], [1.4904, -1.3557, -0.1052], [1.8246, -1.9633, -0.9629], [0.6603, 1.0264, 1.0263], [-2.1991, 0.6788, -0.0712], [2.3372, -0.7393, 0.2405], [-0.1776, 0.3993, 0.6658], [-1.0544, 1.9738, -0.5425], [-1.6865, 1.9029, 1.1322], [0.3157, -0.4597, -0.4964]],
  "atomic_forces_ev_per_a": [[0.6, -0.3, 0.0], [0.2, 0.3, -0.4], [-1.8, 0.5, -3.2], [0.1, 0.3, -0.3], [0.4, -0.6, 0.1], [-0.5, 1.1, 1.8], [0.1, -0.1, -0.1], [-0.1, 0.3, 0.4], [-0.4, -0.3, -0.2], [-0.4, 0.3, 0.5], [-0.4, -0.3, -0.1], [0.4, 0.0, 1.0], [-0.2, 0.6, 0.4], [0.0, -0.3, -0.7], [2.0, -1.4, 1.0]],
  "e_homo_ev": -16.8,
  "max_force_ev_per_a": 3.7,
  "total_charge": 1
}